Formula: C5H12O3
Source: OMol25
Level of theory: ωB97M-V/def2-TZVPD

Element x y z (Å)
C 0.000 0.000 0.000
C 0.100 1.472 0.460
O 0.516 1.408 1.778
C 0.915 2.484 2.478
O 0.504 3.631 2.299
C 1.908 2.068 3.631
C 2.521 3.288 4.332
H -0.826 -0.550 0.481
H 0.952 -0.484 0.275
H -0.124 -0.065 -1.094
H -0.871 2.001 0.400
H 0.841 2.061 -0.113
H 1.242 1.512 4.318
H 2.688 1.366 3.277
H 3.617 3.190 4.407
H 2.116 3.488 5.338
H 2.289 4.148 3.682
O 2.268 7.408 4.796
H 1.458 7.113 5.271
H 2.133 7.111 3.868

E_LUMO (eV): 0.79
Orbital gap (Ha): 0.416
E_HOMO (eV): -10.53
SMILES: CCOC(=O)CC.O

Löwdin population analysis, charges in e, atoms 1 to 6: number 1, C, carries -0.062; number 2, C, carries -0.250; number 3, O, carries -0.041; number 4, C, carries -0.437; number 5, O, carries 0.082; number 6, C, carries -0.134